The following is a DFT calculation (ωB97M-V/def2-TZVPD) of a cluster of 2 separate species, C28H49F13N4O3PS in total.

Values from the calculation:
Net charge ... +1

Each atom is followed by the atoms it is bonded to, with distances in Å.
Geometry (Å):
1 S -5.86 -1.72 0.29  F3 1.665, F4 1.665, F7 1.697, F11 1.671, F13 1.700, C41 1.861
2 P 5.11 -3.71 2.27  N19 1.623, C25 1.888, H67 1.454, H88 1.447
3 F -4.42 -2.50 -0.03  S1 1.665
4 F -6.44 -1.86 -1.26  S1 1.665
5 F -1.60 -2.05 -1.44  C27 1.450
6 F -0.99 0.14 -2.22  C27 1.424
7 F -5.43 -1.62 1.93  S1 1.697
8 F -1.99 1.35 0.09  C30 1.448
9 F -5.00 0.63 1.31  C41 1.436
10 F -3.98 -0.62 -2.14  C37 1.442
11 F -6.54 -3.21 0.62  S1 1.671
12 F -3.94 1.51 -1.39  C37 1.450
13 F -7.35 -1.02 0.74  S1 1.700
14 F -2.47 -0.67 1.06  C30 1.418
15 F -6.23 0.76 -0.60  C41 1.443
16 O 8.86 -3.61 -1.00  C39 1.443, C47 1.446
17 O 1.06 -4.56 1.56  C33 1.513, C42 1.611
18 O 4.81 -0.50 2.81  C31 1.418, H73 0.997
19 N 4.64 -3.85 3.82  P2 1.623, H71 1.041
20 N -9.53 3.95 -1.93  C28 1.462, C40 1.459, C46 1.459
21 N 3.04 -0.29 0.88  C29 1.456, C31 1.471, C48 1.497
22 N 3.08 -2.69 0.24  C25 1.465, C29 1.457, C45 1.488
23 C 8.09 0.14 -0.25  C36 1.625, C50 1.629, H61 1.153, H98 1.150
24 C 4.74 2.99 0.71  C44 1.614, C49 1.608, H76 1.156, H89 1.146
25 C 4.01 -2.47 1.35  P2 1.888, N22 1.465, C31 1.539
26 C -7.31 4.65 -1.03  C46 1.525, H54 1.094, H62 1.093, H69 1.094
27 C -1.31 -0.67 -1.09  F5 1.450, F6 1.424, C30 1.613, C43 1.630
28 C -10.94 4.30 -2.09  N20 1.462, C32 1.528, H68 1.096, H72 1.096
29 C 2.52 -1.36 0.03  N21 1.456, N22 1.457, C34 1.627
30 C -2.46 0.01 -0.19  F8 1.448, F14 1.418, C27 1.613, C37 1.609
31 C 4.00 -0.98 1.75  O18 1.418, N21 1.471, C25 1.539
32 C -11.85 4.16 -0.87  C28 1.528, H57 1.091, H58 1.091, H60 1.094
33 C 2.16 -5.08 0.65  O17 1.513, C42 1.686, C45 1.728, H97 1.204
34 C 1.38 -0.90 -1.03  C29 1.627, C43 1.619, H51 1.144, H96 1.156
35 C 7.41 2.52 0.83  C36 1.636, C44 1.609, H83 1.159, H87 1.146
36 C 8.36 1.20 0.96  C23 1.625, C35 1.636, H77 1.162, H84 1.153
37 C -3.90 0.14 -0.91  F10 1.442, F12 1.450, C30 1.609, C41 1.600
38 C -9.52 1.83 -0.49  C40 1.528, H59 1.094, H65 1.091, H95 1.092
39 C 7.92 -4.29 -0.14  O16 1.443, H55 1.146, H66 1.161, H81 1.158
40 C -9.26 2.52 -1.83  N20 1.459, C38 1.528, H82 1.096, H91 1.096
41 C -5.18 -0.01 0.04  S1 1.861, F9 1.436, F15 1.443, C37 1.600
42 C 0.55 -5.52 0.37  O17 1.611, C33 1.686, H85 1.143, H93 1.151
43 C 0.02 -0.76 -0.16  C27 1.630, C34 1.619, H74 1.160, H75 1.140
44 C 5.94 2.10 1.33  C24 1.614, C35 1.609, H78 1.157, H90 1.159
45 C 2.77 -3.94 -0.50  N22 1.488, C33 1.728, H52 1.142, H63 1.139
46 C -8.83 4.81 -0.98  N20 1.459, C26 1.525, H64 1.096, H99 1.098
47 C 8.49 -2.24 -1.27  O16 1.446, C50 1.634, H80 1.160, H86 1.154
48 C 2.73 1.17 0.90  N21 1.497, C49 1.641, H56 1.143, H70 1.158
49 C 3.75 1.99 -0.08  C24 1.608, C48 1.641, H53 1.146, H94 1.159
50 C 9.02 -1.19 -0.14  C23 1.629, C47 1.634, H79 1.148, H92 1.158
51 H 1.32 -1.73 -1.82  C34 1.144
52 H 3.76 -4.39 -0.84  C45 1.142
53 H 4.36 1.25 -0.71  C49 1.146
54 H -6.84 5.40 -0.39  C26 1.094
55 H 8.30 -4.25 0.94  C39 1.146
56 H 2.75 1.63 1.95  C48 1.143
57 H -11.43 4.61 0.03  C32 1.091
58 H -12.09 3.11 -0.66  C32 1.091
59 H -9.03 0.86 -0.47  C38 1.094
60 H -12.81 4.66 -1.07  C32 1.094
61 H 7.01 -0.24 -0.28  C23 1.153
62 H -6.99 3.67 -0.68  C26 1.093
63 H 1.98 -3.84 -1.30  C45 1.139
64 H -9.05 5.85 -1.23  C46 1.096
65 H -10.58 1.65 -0.32  C38 1.091
66 H 7.78 -5.41 -0.40  C39 1.161
67 H 5.04 -5.02 1.65  P2 1.454
68 H -10.99 5.35 -2.42  C28 1.096
69 H -6.93 4.80 -2.05  C26 1.094
70 H 1.68 1.42 0.48  C48 1.158
71 H 5.45 -3.54 4.39  N19 1.041
72 H -11.37 3.73 -2.92  C28 1.096
73 H 4.20 0.02 3.40  O18 0.997
74 H -0.09 -1.77 0.40  C43 1.160
75 H 0.06 0.04 0.65  C43 1.140
76 H 5.20 3.75 -0.02  C24 1.156
77 H 7.98 0.66 1.92  C36 1.162
78 H 5.93 2.10 2.49  C44 1.157
79 H 8.96 -1.62 0.92  C50 1.148
80 H 8.99 -1.95 -2.28  C47 1.160
81 H 6.87 -3.81 -0.27  C39 1.158
82 H -9.81 1.98 -2.61  C40 1.096
83 H 7.82 3.38 1.49  C35 1.159
84 H 9.47 1.47 1.04  C36 1.153
85 H 0.08 -6.33 1.02  C42 1.143
86 H 7.36 -2.08 -1.44  C47 1.154
87 H 7.45 2.91 -0.25  C35 1.146
88 H 6.45 -3.17 2.21  P2 1.447
89 H 4.19 3.52 1.57  C24 1.146
90 H 5.77 1.02 0.97  C44 1.159
91 H -8.21 2.35 -2.09  C40 1.096
92 H 10.11 -0.89 -0.39  C50 1.158
93 H -0.06 -4.64 -0.04  C42 1.151
94 H 3.15 2.63 -0.84  C49 1.159
95 H -9.13 2.41 0.36  C38 1.092
96 H 1.72 0.11 -1.47  C34 1.156
97 H 2.91 -5.93 1.05  C33 1.204
98 H 8.31 0.66 -1.25  C23 1.150
99 H -9.16 4.65 0.05  C46 1.098

***

The following is a DFT calculation (ωB97M-V/def2-TZVPD) of the ion C8H15N4 with charge +1.

Values from the calculation:
Net charge ... +1
Energy above the lowest of the compared OMol25 structures with the same formula, charge and spin ... 38.47 kcal per mole

Each atom is followed by the atoms it is bonded to, with distances in Å.
Geometry (Å):
1 N -2.22 1.52 0.10  C6 1.420, C7 1.436, H21 1.011
2 N 0.04 1.37 -0.71  C6 1.484, C11 1.349, H19 1.018
3 N 0.33 -1.40 -1.08  C5 1.307, C10 1.473, H26 1.008
4 N -0.76 -1.58 0.93  C8 1.459, C10 1.434, H23 1.014
5 C -0.75 -0.67 -1.21  N3 1.307, C8 1.509, H20 1.075
6 C -0.89 1.99 0.26  N1 1.420, N2 1.484, H13 1.094, H27 1.096
7 C -2.51 0.19 0.55  N1 1.436, C8 1.556, H14 1.089, H15 1.094
8 C -1.66 -0.97 -0.05  N4 1.459, C5 1.509, C7 1.556, H16 1.103
9 C 2.37 0.69 0.06  C11 1.203, C12 1.440
10 C 0.31 -2.16 0.18  N3 1.473, N4 1.434, H17 1.100, H25 1.091
11 C 1.30 1.09 -0.31  N2 1.349, C9 1.203
12 C 3.69 0.33 0.50  C9 1.440, H18 1.089, H22 1.089, H24 1.089
13 H -0.55 1.74 1.27  C6 1.094
14 H -3.57 0.00 0.37  C7 1.089
15 H -2.36 0.16 1.64  C7 1.094
16 H -2.34 -1.76 -0.41  C8 1.103
17 H 0.09 -3.21 -0.06  C10 1.100
18 H 3.64 -0.36 1.34  C12 1.089
19 H 0.01 1.84 -1.62  N2 1.018
20 H -1.07 -0.27 -2.16  C5 1.075
21 H -2.61 1.72 -0.81  N1 1.011
22 H 4.24 -0.13 -0.31  C12 1.089
23 H -0.43 -0.88 1.59  N4 1.014
24 H 4.23 1.22 0.82  C12 1.089
25 H 1.27 -2.10 0.70  C10 1.091
26 H 1.09 -1.46 -1.74  N3 1.008
27 H -0.88 3.08 0.14  C6 1.096

***

The following is a DFT calculation (ωB97M-V/def2-TZVPD) of an isolated molecule of C4H6.

Values from the calculation:
Energy above the lowest of the compared OMol25 structures with the same formula, charge and spin ... 58.31 kcal per mole

Each atom is followed by the atoms it is bonded to, with distances in Å.
Geometry (Å):
1 C -0.49 1.25 -0.14  C3 1.512, H8 1.094, H9 1.094, H10 1.094
2 C 0.12 -1.30 0.16  C3 1.525, H5 1.096, H6 1.095, H7 1.096
3 C 0.54 0.15 -0.05  C1 1.512, C2 1.525, C4 1.305
4 C 1.84 0.23 -0.13  C3 1.305
5 H -0.46 -1.65 -0.70  C2 1.096
6 H 0.98 -1.96 0.29  C2 1.095
7 H -0.51 -1.37 1.06  C2 1.096
8 H -0.41 1.80 -1.09  C1 1.094
9 H -0.36 1.97 0.68  C1 1.094
10 H -1.49 0.83 -0.06  C1 1.094

***

| no. | HOMO-LUMO gap (hartree) | E_HOMO (Ha) |
| --- | --- | --- |
| 1 | 0.207 | -0.33594 |
| 2 | 0.351 | -0.46645 |
| 3 | 0.357 | -0.35516 |